Below is a structure of composition C43H67GeN7P3PdS, with properties calculated with ωB97M-V/def2-TZVPD.

The geometry in XYZ format:
```
123
Properties=species:S:1:pos:R:3:forces:R:3:lowdin_spin:R:1
Pd -0.101 0.156 0.111 -0.3 0.3 0.1 0.522
C 4.423 1.795 2.482 0.0 0.1 0.0 0.008
C 3.158 2.124 1.680 0.0 0.0 -0.1 0.020
C 3.549 2.516 0.255 0.0 0.0 0.0 0.000
P 1.835 0.810 1.783 0.0 0.0 0.1 0.126
C 2.659 -0.717 1.245 0.0 -0.2 -0.1 0.008
N 2.957 -0.652 -0.182 0.0 -0.6 0.4 -0.006
Ge 1.678 -0.245 -1.508 1.0 0.8 -1.1 -0.020
N 1.766 1.470 -2.253 0.2 0.4 0.2 -0.005
C 0.890 2.596 -2.040 0.0 0.0 0.0 0.012
P -0.366 2.357 -0.734 -0.2 -0.1 -0.4 0.116
C -0.514 3.961 0.190 0.2 -0.1 0.2 0.023
C 0.008 5.169 -0.594 -0.1 0.0 0.1 0.008
C 0.087 3.935 1.590 0.0 0.0 0.0 0.003
C -1.982 2.300 -1.604 -0.1 0.1 0.2 0.016
C -2.380 3.547 -2.392 0.0 0.0 0.0 0.006
C -3.061 1.935 -0.575 0.1 0.0 0.0 0.003
C 2.683 1.640 -3.297 -0.3 0.0 0.0 -0.001
C 2.795 2.811 -4.052 0.0 0.0 -0.1 0.000
C 3.630 2.853 -5.163 0.0 0.0 0.1 0.000
C 4.335 1.731 -5.564 0.0 0.0 0.0 0.000
C 4.257 0.577 -4.799 0.1 0.0 -0.1 0.000
C 3.490 0.564 -3.653 0.0 -0.2 0.1 0.000
N 3.460 -0.585 -2.734 0.1 0.2 -0.5 -0.001
C 4.630 -0.667 -1.885 -0.2 0.1 0.0 0.000
C 5.940 -0.622 -2.322 0.0 0.0 -0.1 0.000
C 6.970 -0.875 -1.430 0.0 0.0 0.1 0.000
C 6.656 -1.188 -0.117 0.0 0.0 0.0 0.000
C 5.341 -1.173 0.326 0.0 0.0 0.0 0.000
C 4.302 -0.855 -0.554 0.0 0.0 0.4 -0.001
C 3.204 -1.825 -3.465 0.0 0.2 0.1 0.000
C 4.168 -2.673 -3.965 0.0 0.0 0.0 0.000
C 3.787 -3.710 -4.810 0.0 0.0 0.0 -0.001
C 2.456 -3.850 -5.154 0.0 0.0 0.0 0.000
C 1.482 -3.027 -4.595 0.0 -0.1 0.0 0.000
C 1.850 -2.035 -3.688 -0.3 0.0 0.1 0.000
N 0.963 -1.202 -2.976 -0.1 -0.8 0.3 -0.005
C -0.432 -1.494 -3.187 0.0 0.3 -0.3 0.006
P -1.553 -1.223 -1.783 0.2 -0.3 0.5 0.051
C -1.648 -2.867 -0.886 -0.1 -0.1 0.0 0.006
C -0.329 -3.632 -1.014 0.0 0.0 0.0 0.000
C -2.834 -3.818 -1.092 0.1 0.0 -0.1 0.001
C -3.166 -1.140 -2.737 0.0 0.3 0.1 0.010
C -3.479 0.191 -3.429 -0.1 0.0 0.0 0.000
C -3.241 -2.239 -3.812 0.0 0.0 0.0 0.004
C 1.721 0.632 3.633 -0.4 0.0 0.0 0.025
C 1.015 -0.622 4.137 0.1 0.0 0.0 0.001
C 1.063 1.862 4.263 0.1 0.0 0.0 0.001
H 5.166 2.566 2.273 0.0 0.0 0.0 0.001
H 4.862 0.843 2.184 0.0 0.0 0.0 0.000
H 4.264 1.794 3.558 0.0 0.0 0.0 0.000
H 2.687 2.990 2.144 0.0 0.0 0.1 0.000
H 4.259 1.806 -0.171 0.0 0.0 0.0 0.000
H 4.028 3.497 0.268 0.0 0.0 0.0 0.000
H 2.693 2.561 -0.408 0.0 0.0 0.0 0.000
H 1.984 -1.534 1.481 0.1 -0.1 0.1 0.000
H 3.553 -0.860 1.841 0.0 0.0 -0.1 0.002
H 0.343 2.842 -2.959 0.0 0.0 0.0 0.002
H 1.473 3.483 -1.775 0.0 0.1 0.0 0.000
H -1.596 4.057 0.302 0.0 0.0 0.0 0.000
H 1.098 5.205 -0.581 0.0 0.0 0.0 0.000
H -0.350 6.078 -0.107 0.0 0.0 0.0 0.002
H -0.329 5.196 -1.628 0.0 0.0 0.0 0.000
H 1.170 4.045 1.539 0.0 0.0 0.0 0.000
H -0.150 3.012 2.115 0.0 0.0 0.0 0.001
H -0.301 4.768 2.178 0.0 0.0 0.0 0.000
H -1.857 1.471 -2.300 0.1 0.0 0.0 0.000
H -2.593 4.391 -1.736 0.0 0.0 0.0 0.000
H -3.291 3.338 -2.956 0.0 0.0 0.0 0.001
H -1.621 3.851 -3.113 0.0 0.0 0.0 0.000
H -3.170 2.715 0.180 0.0 0.0 0.0 0.000
H -2.829 1.000 -0.058 0.0 0.0 0.0 0.001
H -4.035 1.826 -1.053 0.0 0.1 0.0 0.000
H 2.229 3.693 -3.793 0.0 0.0 0.0 0.000
H 3.707 3.771 -5.730 0.0 0.0 0.0 0.000
H 4.944 1.749 -6.457 0.0 0.0 0.0 0.000
H 4.780 -0.317 -5.114 0.0 0.0 0.1 0.000
H 6.169 -0.380 -3.351 0.0 0.0 0.0 0.000
H 7.996 -0.853 -1.767 0.0 0.0 0.0 0.000
H 7.444 -1.436 0.582 0.0 0.0 0.0 0.000
H 5.144 -1.417 1.358 0.1 0.0 0.0 0.000
H 5.210 -2.533 -3.714 0.0 0.0 0.0 0.000
H 4.535 -4.375 -5.217 0.0 0.0 0.0 0.000
H 2.157 -4.612 -5.861 0.0 0.0 0.0 0.000
H 0.453 -3.161 -4.891 0.0 -0.1 0.0 0.000
H -0.577 -2.536 -3.469 0.0 0.0 -0.1 0.001
H -0.820 -0.879 -4.008 0.0 -0.1 -0.1 0.000
H -1.738 -2.534 0.141 -0.1 0.0 0.0 0.001
H -0.204 -4.051 -2.014 0.0 0.0 0.0 0.000
H -0.324 -4.470 -0.315 0.0 0.0 0.0 0.000
H 0.543 -3.004 -0.810 0.0 0.0 0.0 0.000
H -2.721 -4.455 -1.967 0.0 0.0 -0.1 0.000
H -3.794 -3.310 -1.154 0.0 0.0 0.0 0.000
H -2.879 -4.486 -0.229 0.0 0.0 0.0 0.000
H -3.933 -1.310 -1.977 0.0 -0.1 0.0 0.000
H -2.637 0.559 -4.019 0.0 0.0 0.0 0.000
H -3.790 0.966 -2.737 0.0 -0.1 -0.1 0.000
H -4.305 0.029 -4.124 0.0 0.0 0.0 0.000
H -2.772 -1.894 -4.734 0.0 0.0 0.0 0.000
H -4.289 -2.440 -4.034 0.0 0.0 0.0 0.001
H -2.778 -3.178 -3.534 0.0 -0.1 0.0 0.000
H 2.762 0.578 3.955 0.0 0.0 0.0 0.005
H -0.051 -0.581 3.913 0.0 0.0 0.0 0.000
H 1.117 -0.669 5.223 0.0 0.0 0.0 0.000
H 1.439 -1.540 3.731 0.0 0.0 0.0 0.000
H 0.007 1.911 3.990 0.0 0.0 0.0 0.000
H 1.538 2.800 3.973 0.0 0.0 0.0 0.000
H 1.120 1.790 5.350 0.0 0.0 0.0 0.000
C -3.367 -0.151 4.487 0.0 0.0 -0.1 0.000
C -3.555 -0.827 3.123 0.1 0.0 0.1 0.000
C -2.287 -1.451 2.639 -0.1 0.0 -0.1 0.000
N -1.466 -0.914 1.806 0.1 0.1 0.1 0.001
N -0.338 -1.667 1.555 -0.3 -0.1 0.1 0.033
C -0.341 -2.801 2.203 0.1 0.1 0.0 0.004
N 0.657 -3.709 2.154 0.0 0.0 0.0 -0.001
S -1.742 -3.006 3.194 0.0 0.0 0.1 0.003
H -4.326 0.195 4.867 0.0 0.0 0.0 0.000
H -2.699 0.707 4.404 0.0 0.0 0.0 0.000
H -2.948 -0.845 5.217 0.0 0.0 0.0 0.000
H -3.875 -0.101 2.375 0.0 0.0 0.0 0.000
H -4.323 -1.598 3.194 0.0 0.0 0.0 0.000
H 1.282 -3.688 1.363 0.0 0.0 0.0 0.000
H 0.538 -4.601 2.602 0.0 0.0 0.0 0.000
```
Positions in Å, forces in eV/Å.

Output
Charge ... +2
LUMO energy (spin up / spin down) ... -0.221 / -0.221 hartree
2S+1 ... 2
Highest occupied orbital energy (spin up / spin down) ... -12.1 / -12.1 eV

Below is a cluster of 20 separate species, C43H68BN20O7P in total, with properties calculated with ωB97M-V/def2-TZVPD.

The geometry in XYZ format:
```
140
Properties=species:S:1:pos:R:3:forces:R:3:lowdin_charge:R:1
N 9.979 -0.625 -1.147 -0.7 -1.3 1.8 0.111
B 9.786 -1.825 -0.207 2.0 2.2 1.6 -0.373
O 10.642 -1.818 1.021 -2.4 0.1 -1.6 -0.012
C 8.731 -3.064 -0.447 0.8 -4.6 -3.9 -0.151
O 9.074 -4.021 -1.350 -2.6 5.9 5.9 -0.007
O 7.485 -3.070 0.342 2.7 0.7 -2.9 -0.136
C 6.306 -2.786 -0.496 -0.4 0.8 0.8 -0.393
C 5.496 -1.479 0.161 -0.3 -0.4 -0.4 -0.174
C 5.610 -0.132 -0.786 -0.3 -0.3 0.3 -0.084
C 4.869 1.084 0.054 -3.2 -1.2 5.3 -0.244
O 4.090 0.730 1.111 5.0 2.6 -6.8 -0.050
O 5.033 2.521 -0.255 1.0 -2.8 1.6 -0.041
P 5.097 -4.272 -0.322 -2.1 -0.9 0.1 0.959
O 5.062 -4.572 1.429 0.7 -0.2 -2.6 -0.355
O 5.663 -5.682 -1.180 -1.0 1.4 0.0 -0.377
H 9.288 0.105 -0.831 1.0 -0.7 -0.8 0.044
H 10.950 -0.247 -1.067 -1.4 -0.3 0.2 0.079
H 10.325 -1.064 1.602 0.6 -1.1 -1.2 0.058
H 6.546 -2.482 -1.600 -0.3 -1.2 1.9 0.144
H 4.336 -1.753 0.221 2.7 0.6 0.2 0.099
H 5.985 -1.294 1.208 -1.2 -0.3 -2.0 0.114
H 6.749 0.076 -1.011 -2.4 0.1 0.4 0.109
H 5.023 -0.343 -1.801 1.3 0.7 2.1 0.108
H 5.489 2.959 0.545 -1.3 -1.2 -1.4 0.125
H 4.632 -5.458 1.615 0.6 1.1 -0.6 -0.010
H 4.955 -5.874 -1.892 1.5 0.7 1.9 0.072
C 1.985 -1.601 -2.180 1.2 -0.1 -1.0 -0.091
C 3.146 -1.690 -3.157 6.3 -0.5 -5.2 -0.210
N 4.109 -1.764 -3.968 -7.5 0.6 6.4 0.081
H 1.125 -2.153 -2.571 0.4 0.1 0.0 0.014
H 2.275 -2.030 -1.217 0.1 0.0 -0.2 0.066
H 1.701 -0.556 -2.033 0.1 -0.1 -0.1 0.078
C -1.629 -0.651 -0.582 0.4 -1.1 -0.8 -0.085
C -1.187 -1.804 -1.469 2.2 -6.3 -4.9 -0.161
N -0.822 -2.761 -2.205 -3.1 7.6 5.9 0.103
H -1.086 -0.682 0.367 -0.1 -0.1 -0.2 0.060
H -1.423 0.301 -1.079 0.0 -0.2 0.0 0.079
H -2.701 -0.724 -0.382 0.3 -0.1 -0.1 0.052
C -3.006 -5.207 -3.120 0.3 -1.3 -0.4 -0.110
C -2.705 -6.623 -3.583 1.6 -7.8 -2.5 -0.214
N -2.455 -7.797 -3.968 -2.0 9.4 3.0 0.064
H -2.079 -4.705 -2.827 -0.1 -0.1 -0.1 0.027
H -3.477 -4.642 -3.929 0.1 -0.2 0.2 0.031
H -3.683 -5.232 -2.262 0.1 -0.1 -0.2 0.077
C -5.611 0.080 1.780 1.3 0.1 0.0 -0.097
C -4.100 0.160 1.929 8.1 0.5 0.9 -0.199
N -2.847 0.226 2.052 -9.9 -0.5 -0.9 0.084
H -6.094 0.395 2.708 0.2 -0.1 -0.1 0.037
H -5.940 0.733 0.967 0.2 0.0 0.1 0.077
H -5.909 -0.948 1.553 0.1 0.1 0.2 0.047
C 7.653 0.492 -4.355 0.3 0.8 0.9 -0.074
C 8.092 1.457 -3.266 2.4 5.2 5.9 -0.215
N 8.456 2.258 -2.363 -3.0 -6.4 -7.1 0.079
H 7.758 -0.538 -4.004 0.1 0.2 0.0 0.071
H 6.606 0.675 -4.615 0.1 0.0 0.2 0.070
H 8.271 0.630 -5.247 0.0 0.0 0.3 0.074
C -2.507 -2.479 4.929 -1.1 0.1 -0.5 -0.073
C -3.903 -2.333 4.345 -7.6 0.8 -3.2 -0.178
N -5.061 -2.211 3.860 9.2 -1.0 4.0 0.121
H -2.503 -2.152 5.972 -0.1 0.0 -0.2 0.075
H -2.192 -3.525 4.883 -0.2 0.2 0.0 0.076
H -1.799 -1.869 4.361 -0.2 0.0 0.0 0.070
C -5.661 -2.171 -5.971 0.6 -0.4 1.0 -0.093
C -4.895 -2.269 -4.661 4.1 -0.5 7.0 -0.180
N -4.260 -2.350 -3.575 -5.1 0.8 -8.6 0.100
H -6.607 -1.646 -5.811 0.3 0.0 0.1 0.078
H -5.070 -1.623 -6.709 -0.2 -0.2 0.3 0.028
H -5.871 -3.173 -6.355 0.1 0.1 0.2 0.078
C -8.685 -3.063 4.652 0.5 0.2 -1.2 -0.119
C -8.462 -2.758 3.179 1.3 1.7 -8.0 -0.233
N -8.276 -2.505 1.958 -1.5 -2.1 9.7 0.071
H -9.177 -4.034 4.761 0.2 0.3 -0.2 0.030
H -7.726 -3.089 5.177 0.0 0.1 -0.3 0.060
H -9.317 -2.292 5.101 0.1 -0.1 -0.2 0.065
C -7.898 3.403 3.931 -0.4 -1.2 -0.2 -0.101
C -8.238 1.926 3.823 -1.9 -8.0 -0.6 -0.191
N -8.521 0.700 3.732 2.2 9.7 0.8 0.103
H -7.297 3.712 3.071 -0.1 -0.1 0.1 0.043
H -8.816 3.997 3.955 0.1 -0.2 0.0 0.065
H -7.330 3.589 4.847 -0.1 -0.1 -0.1 0.064
C 7.370 0.026 4.492 0.5 0.0 -1.1 -0.053
C 7.981 0.016 3.100 3.3 -0.1 -7.6 -0.132
N 8.488 0.008 1.945 -4.1 0.2 9.3 0.136
H 7.926 -0.650 5.147 0.0 0.1 -0.2 0.082
H 7.408 1.037 4.908 0.0 -0.1 -0.2 0.081
H 6.328 -0.301 4.443 0.2 0.0 -0.2 0.083
C -5.430 6.474 5.500 -1.2 0.1 -0.4 -0.072
C -6.825 6.620 4.916 -7.6 0.8 -3.2 -0.194
N -7.983 6.742 4.432 9.3 -1.0 3.9 0.100
H -5.426 6.801 6.544 -0.1 0.0 -0.2 0.079
H -5.114 5.428 5.454 -0.2 0.1 -0.1 0.069
H -4.722 7.085 4.933 -0.3 0.0 0.0 0.063
C 13.022 -2.750 -3.285 -0.8 0.8 -0.5 -0.076
C 12.052 -1.794 -3.960 -5.4 5.3 -3.7 -0.209
N 11.248 -1.000 -4.520 6.5 -6.4 4.5 0.088
H 12.468 -3.537 -2.766 0.0 0.2 -0.1 0.075
H 13.675 -3.208 -4.033 -0.2 0.1 0.0 0.074
H 13.635 -2.208 -2.560 -0.2 0.0 -0.1 0.075
C 5.927 6.036 -0.223 -0.3 0.0 1.2 -0.081
C 5.515 6.045 1.240 -2.3 0.1 8.0 -0.218
N 5.174 6.052 2.454 2.7 -0.1 -9.7 0.079
H 6.446 6.966 -0.470 -0.1 -0.1 0.2 0.076
H 6.596 5.193 -0.417 -0.1 0.1 0.1 0.070
H 5.042 5.941 -0.859 0.1 0.0 0.2 0.079
C -8.844 10.049 2.676 1.2 0.1 0.1 -0.087
C -7.333 10.130 2.825 8.3 0.4 0.8 -0.218
N -6.080 10.196 2.948 -10.0 -0.6 -1.0 0.069
H -9.327 10.364 3.605 0.2 -0.1 -0.1 0.076
H -9.173 10.703 1.863 0.2 -0.1 0.1 0.073
H -9.142 9.022 2.450 0.2 0.1 0.1 0.068
C 7.454 -8.542 1.269 -1.2 0.5 0.0 -0.062
C 6.074 -7.908 1.323 -7.7 3.5 0.3 -0.152
N 4.929 -7.382 1.367 9.3 -4.5 -0.2 0.102
H 7.539 -9.315 2.038 -0.1 0.2 -0.1 0.076
H 7.619 -8.996 0.288 -0.2 0.1 0.1 0.080
H 8.221 -7.782 1.443 -0.3 0.0 0.0 0.081
C -12.795 -3.931 2.367 0.6 -0.1 1.0 -0.071
C -12.028 -4.029 3.676 4.2 -0.5 7.2 -0.167
N -11.393 -4.110 4.762 -5.5 0.5 -8.7 0.098
H -13.740 -3.406 2.527 0.2 -0.1 0.1 0.076
H -12.203 -3.383 1.629 0.0 -0.1 0.2 0.078
H -13.004 -4.933 1.982 0.1 0.1 0.2 0.076
C -3.388 1.266 -5.223 -0.8 -0.4 -0.7 -0.071
C -4.398 0.856 -6.281 -5.4 -2.0 -5.7 -0.184
N -5.237 0.516 -7.160 6.7 3.0 6.9 0.089
H -3.651 2.246 -4.816 0.0 -0.2 -0.2 0.037
H -3.380 0.534 -4.411 -0.1 0.0 -0.2 0.061
H -2.388 1.320 -5.663 -0.2 0.0 -0.1 0.083
C -4.908 4.738 -7.933 0.6 -0.1 1.0 -0.072
C -4.141 4.641 -6.624 4.2 -0.5 7.1 -0.189
N -3.506 4.560 -5.538 -5.1 0.7 -8.7 0.090
H -5.853 5.264 -7.774 0.2 -0.1 0.1 0.078
H -4.316 5.287 -8.672 0.0 -0.1 0.2 0.077
H -5.117 3.737 -8.318 0.1 0.1 0.2 0.070
C -2.754 6.123 2.644 -0.9 -0.9 -0.1 -0.073
C -3.860 5.086 2.526 -6.1 -5.7 -0.7 -0.192
N -4.777 4.227 2.429 7.3 6.9 0.8 0.105
H -2.174 6.155 1.717 -0.2 -0.1 0.1 0.080
H -3.187 7.110 2.827 0.0 -0.2 -0.1 0.072
H -2.089 5.866 3.472 -0.2 -0.1 -0.1 0.080
```
Positions in Å, forces in eV/Å.

Output
Charge ... 0
LUMO energy ... 0.010 hartree
Highest occupied orbital energy ... -7.9 eV